9
Properties=species:S:1:pos:R:3:forces:R:3:mulliken_charge:R:1 method="wB97M-V/def2-TZVPD" e_above_lowest_kj_mol=204.5 total_charge=+1 homo_lumo_gap_ev=9.7 multiplicity=1
O 1.221 0.111 -0.222 0.725 -0.907 1.843 -0.158
O 1.374 0.918 -2.364 -0.213 -0.394 -0.002 -0.101
C 0.193 -0.108 0.787 -3.060 1.000 -1.057 -0.557
I -0.518 1.658 1.716 -0.028 0.460 -0.221 0.339
C 1.201 0.464 -1.344 -0.154 1.450 -2.691 0.806
H 0.719 -0.500 1.577 1.004 -1.889 1.369 0.423
H -1.783 -1.071 0.786 -2.711 -1.366 2.911 0.533
C -1.118 -0.738 0.117 3.773 1.288 -1.197 0.087
O -1.289 -0.734 -1.052 0.663 0.357 -0.956 -0.372

***

33
Properties=species:S:1:pos:R:3:forces:R:3:mulliken_charge:R:1 method="wB97M-V/def2-TZVPD" total_charge=+2 homo_lumo_gap_ev=6.8 multiplicity=1
C -0.571 -5.009 -0.900 1.645 -0.055 -0.790 -0.607
H -2.201 -5.777 2.318 -0.680 0.508 -0.048 0.375
C -0.119 1.858 -1.138 1.487 1.419 2.223 -0.728
H 1.121 1.698 2.174 -0.042 0.850 -0.981 0.439
H 1.959 4.042 1.487 -0.753 -0.318 -1.141 0.352
C -0.348 -0.149 0.475 0.166 -2.350 1.139 0.627
H -2.389 -0.050 -0.486 0.614 -0.736 0.569 0.455
H 0.608 6.279 -1.758 -0.127 -0.764 0.897 0.181
N -1.103 -2.956 0.987 0.266 2.630 -0.114 0.032
P 1.663 5.620 -1.034 2.816 1.830 -2.399 0.156
C 0.912 2.117 1.159 -0.642 0.316 -2.321 -0.561
O -2.380 -4.818 2.184 2.066 0.668 -1.012 -0.410
H 1.906 6.419 0.135 -0.720 -1.255 0.068 0.162
C 0.388 3.201 -1.429 -0.793 -2.103 0.103 -0.173
C 0.154 1.281 0.211 0.026 1.886 -1.597 0.631
H 0.843 -3.148 1.967 -1.106 0.389 -0.636 0.431
N 1.100 3.974 -0.526 -1.432 -2.246 1.631 0.137
C 0.559 -1.088 1.200 -2.666 -0.513 -1.001 -0.709
H -0.515 -5.903 -1.587 -0.440 0.861 1.030 0.280
H -0.692 1.269 -1.899 0.758 0.870 0.722 0.405
N 2.981 5.464 -1.886 -1.792 0.313 0.593 -0.562
O -0.810 -5.421 0.476 -1.296 2.361 0.201 -0.378
H 0.197 3.592 -2.459 0.377 -0.021 1.169 0.368
C -1.979 -2.098 0.336 0.987 1.997 -0.256 -0.142
H -2.964 -2.499 -0.009 1.075 0.241 0.520 0.455
H 1.550 -0.703 1.539 -0.946 -0.787 -0.240 0.443
H 0.470 -4.559 -0.930 -1.234 -0.252 -0.157 0.249
B -1.460 -4.426 1.229 -0.285 -3.320 0.263 0.635
C 1.357 3.457 0.739 -0.569 -2.066 0.538 -0.159
C -1.651 -0.689 0.049 1.600 -1.347 1.054 -0.669
H 2.836 5.863 -2.823 0.326 -0.451 0.293 0.279
H -1.332 -4.271 -1.274 0.683 -0.859 0.280 0.259
C 0.125 -2.475 1.430 0.634 2.303 -0.601 -0.255

***

117
Properties=species:S:1:pos:R:3:forces:R:3:mulliken_charge:R:1 method="wB97M-V/def2-TZVPD" total_charge=+1 homo_lumo_gap_ev=5.8 multiplicity=1
H 4.399 -1.101 -6.809 -0.003 0.123 0.021 0.396
H 4.540 8.229 1.182 -0.165 -0.042 0.050 0.280
C -7.166 1.893 3.586 -0.249 -0.234 0.229 -0.122
H -3.904 2.866 0.641 -0.359 -1.122 -0.055 0.392
H 0.723 1.496 -6.495 -0.099 -0.149 0.080 0.297
H 8.096 -7.726 -0.566 0.102 0.014 0.070 0.331
H 1.651 -1.184 0.390 -0.348 0.482 1.131 0.408
N -2.067 -1.456 1.641 1.742 2.366 0.642 -0.253
H 5.140 -2.285 -4.838 -0.133 -0.127 0.044 0.265
O 6.047 -2.722 0.335 -1.333 1.512 0.604 -0.384
H -11.634 3.119 1.471 0.024 0.063 0.018 0.338
H 0.754 -2.959 -4.112 -0.055 0.062 0.090 0.267
C -3.142 -0.570 1.176 -3.430 1.242 -1.237 0.379
C 0.386 -0.757 2.224 -1.008 0.184 -0.618 -0.988
H 3.030 -3.502 -3.533 0.276 -0.174 0.006 0.284
H 1.281 -4.763 -1.689 0.125 -0.004 -0.015 0.103
H -6.334 2.437 3.135 -0.095 -0.087 -0.172 0.277
H 2.284 -1.779 1.945 0.131 1.429 -0.353 0.373
H 1.369 -7.398 -0.232 -0.019 -0.066 -0.042 0.265
N 4.606 -0.881 1.926 0.359 1.865 -1.318 -0.271
C 1.543 -3.940 -2.357 0.198 0.066 -0.481 0.442
C -4.097 1.765 0.648 -0.003 -2.235 0.050 -0.692
H 6.052 6.658 -0.060 -0.026 -0.054 -0.029 0.365
H 4.801 6.746 2.117 0.164 0.122 -0.010 0.255
H 0.243 0.258 2.692 0.175 -0.944 -0.371 0.286
C -3.044 0.893 1.143 -0.746 -0.906 -0.334 0.289
H -12.573 2.488 3.716 -0.060 -0.106 -0.147 0.305
C -4.413 -1.140 0.709 0.099 1.604 -0.033 -0.554
O -7.829 1.167 2.558 0.010 0.031 -0.288 -0.493
H -8.567 0.697 2.964 0.066 0.118 -0.016 0.255
H -5.972 0.213 4.221 0.023 0.094 -0.032 0.223
H 2.805 5.989 1.253 -0.036 0.136 -0.024 0.205
H -6.144 1.487 5.449 -0.040 -0.051 0.026 0.347
H -6.454 -0.728 -0.125 1.059 0.349 0.391 0.375
C -0.290 -6.808 1.023 -0.151 -0.481 -0.100 -0.075
C 0.390 1.813 -5.506 -0.031 0.126 0.439 -0.323
P 4.754 -1.680 0.298 -1.010 -2.699 -1.577 0.523
H -1.904 -7.892 1.097 -0.015 0.131 -0.011 0.307
N 4.729 1.499 1.731 -1.154 -0.911 0.633 -0.542
O -0.690 -0.678 0.010 1.004 0.173 0.802 -0.502
H 2.376 1.973 -4.677 -0.022 0.009 -0.098 0.067
H 5.638 -3.618 0.318 0.437 0.150 0.014 0.296
C -11.537 2.254 3.452 0.065 0.488 0.040 -0.326
H -9.990 2.962 2.126 -0.067 -0.088 -0.017 0.145
O -10.729 2.361 4.621 0.114 -0.238 0.088 -0.505
H 8.112 -6.376 1.558 0.123 0.107 -0.016 0.275
H 1.162 2.894 -3.801 -0.054 0.089 -0.067 0.281
C -5.492 -0.282 0.220 1.548 1.217 0.497 -0.378
H 4.345 -0.148 -4.479 -0.112 0.117 -0.015 0.251
H -1.552 4.071 0.664 -0.051 0.111 -0.060 0.200
O 0.061 0.649 -4.756 0.064 -0.263 -0.059 -0.444
C 1.484 2.592 -4.802 0.113 0.107 -0.070 -0.766
C 4.973 6.495 -0.025 0.092 0.070 -0.072 -0.808
H -0.488 -3.543 -2.986 0.004 0.038 -0.074 0.360
H 0.209 -1.505 3.035 0.665 0.545 -0.612 0.503
O 4.301 -2.204 -4.369 -0.054 0.062 0.282 -0.533
H 9.402 -6.524 -0.592 -0.033 -0.058 -0.013 0.329
O -2.021 4.854 0.352 -0.242 -0.040 -0.046 -0.434
C -5.336 1.171 0.164 1.731 -1.027 0.855 -0.598
O 1.977 2.762 2.338 -0.302 -2.403 -0.565 -0.627
H 5.566 -0.639 2.222 -0.551 0.287 0.250 0.496
H -1.352 5.978 1.943 0.033 0.194 0.008 0.276
H -0.240 0.940 -3.887 -0.036 -0.085 -0.121 0.254
H 0.039 -8.573 -0.179 0.099 0.013 0.067 0.410
C -1.326 5.998 0.848 0.306 -0.396 0.045 -0.398
H -11.495 1.220 3.107 0.056 0.000 0.178 0.261
C 7.705 -5.969 0.627 0.053 -0.450 -0.125 -0.118
H 4.526 6.897 -0.937 0.044 0.042 0.064 0.259
Br 5.285 -0.144 -1.270 0.420 -0.058 0.880 -0.167
O 2.800 -4.241 -2.949 -0.067 -0.042 0.310 -0.537
H 0.636 5.108 0.666 0.001 0.009 0.113 -0.222
H -0.145 -7.096 -1.110 0.045 0.052 0.061 0.244
C -11.028 3.194 2.376 0.060 -0.017 -0.142 -0.838
H -2.088 1.355 1.482 -0.834 -0.320 -0.237 0.107
C 0.484 -3.769 -3.429 -0.176 0.023 0.060 -1.084
H 2.747 -0.878 -4.236 0.071 -0.107 0.060 0.210
C -0.796 -0.927 1.189 -1.222 -0.945 -0.751 0.676
H -11.049 4.229 2.728 -0.129 -0.016 -0.037 0.332
C 3.456 -0.979 -6.269 -0.078 0.036 -0.064 -1.152
H -7.488 0.381 5.095 -0.005 0.121 0.062 0.364
H 7.902 -6.253 -1.501 0.049 0.050 0.060 0.273
F 0.388 1.827 0.740 2.542 -1.188 0.901 -0.066
O 2.591 2.528 0.015 -0.702 -2.187 0.969 -0.520
H -1.859 6.886 0.508 -0.096 -0.157 -0.032 0.313
H 7.912 -4.897 0.602 -0.141 -0.021 0.049 0.233
H 4.396 2.194 2.403 -0.022 0.022 -0.468 0.351
C 0.283 -7.508 -0.194 0.098 0.076 -0.077 -0.987
H 2.815 -1.815 -6.555 -0.047 0.084 0.077 0.297
O -1.705 -6.949 1.060 -0.052 0.210 0.069 -0.530
H 1.645 -3.026 -1.756 -0.196 0.036 0.112 -0.117
C 0.104 6.010 0.343 -0.075 0.209 -0.059 -0.406
H -4.615 -2.240 0.711 0.523 1.106 0.077 0.368
C -6.660 0.943 4.654 0.125 -0.018 0.070 -1.072
S 1.951 1.928 1.161 -0.570 5.410 -1.268 0.797
H 4.779 5.418 -0.022 0.071 -0.007 0.054 0.098
C 1.759 -0.898 1.477 -0.960 -1.548 -0.169 -0.672
C 3.910 0.330 1.705 2.201 0.019 0.462 0.112
H 0.129 -7.226 1.945 0.186 0.098 -0.019 0.262
C 8.319 -6.656 -0.577 0.037 0.055 -0.090 -1.068
H -6.117 1.857 -0.232 0.531 -0.880 0.386 0.357
C 4.364 7.153 1.199 -0.066 -0.396 -0.094 -0.229
H -2.026 -1.493 2.664 -0.512 -0.194 -0.288 0.298
H -0.511 2.422 -5.624 0.096 0.105 -0.152 0.319
H -0.062 -5.741 0.993 -0.176 -0.003 0.036 0.112
H -10.778 3.275 4.925 0.011 -0.129 -0.013 0.296
N 2.601 0.341 1.488 -0.140 -0.509 0.371 0.457
H 2.985 -0.048 -6.591 0.031 -0.037 -0.031 0.249
H 4.884 1.881 0.794 0.024 -0.131 0.250 0.259
H 0.397 -4.677 -4.028 0.011 -0.008 0.112 0.290
O 6.287 -6.139 0.630 -0.156 0.414 0.096 -0.511
H -7.865 2.621 4.011 0.112 0.056 0.090 0.231
H 0.125 6.019 -0.748 -0.038 0.051 0.050 0.269
O 2.956 6.941 1.228 0.026 0.146 0.088 -0.421
H 0.641 6.884 0.713 0.038 -0.081 -0.035 0.405
H 6.105 -7.085 0.662 -0.056 0.140 -0.041 0.281
H 1.752 3.487 -5.368 0.023 0.007 0.082 0.356
C 3.692 -0.978 -4.772 0.178 -0.032 -0.359 0.021

***

12
Properties=species:S:1:pos:R:3:forces:R:3:mulliken_charge:R:1 method="wB97M-V/def2-TZVPD" e_above_lowest_kj_mol=47.2 homo_lumo_gap_ev=9.7 multiplicity=1
H -0.257 -0.995 2.394 -0.085 -0.015 0.015 0.311
H -1.447 0.816 -1.730 0.206 0.501 0.005 0.188
C -0.001 0.294 -0.595 -0.217 -2.195 -1.769 0.523
N -1.217 0.641 -0.761 -0.099 0.503 0.914 -0.666
N 0.466 -0.314 0.543 0.129 0.981 0.628 -0.230
H 0.327 0.278 -2.523 0.383 0.179 -0.101 0.245
H -1.225 0.261 1.556 -0.195 -0.137 0.210 0.327
N 0.910 0.221 -1.694 -0.671 0.019 -0.088 -0.562
H 0.978 -1.166 0.408 0.220 0.134 0.064 0.252
H 1.418 -0.653 -1.777 0.200 0.094 0.424 0.226
H 0.274 0.699 2.376 0.050 -0.035 0.088 0.219
C -0.225 -0.083 1.803 0.079 -0.029 -0.390 -0.831

***

72
Properties=species:S:1:pos:R:3:forces:R:3:mulliken_charge:R:1 method="wB97M-V/def2-TZVPD" e_above_lowest_kj_mol=2609.4 homo_lumo_gap_ev=8.2 multiplicity=1
H -14.983 2.841 -1.697 -1.882 -0.042 0.239 0.418
H -16.277 -1.937 -3.332 0.456 -0.657 0.661 0.465
H -12.275 -0.451 -1.187 0.511 -0.657 -2.152 1.332
H -14.456 -0.605 -4.819 0.142 -0.032 -0.465 0.464
H -12.406 0.906 1.897 2.901 -2.054 1.351 0.990
H -14.293 3.764 -0.715 0.289 0.782 0.270 0.598
H -9.975 2.415 -1.418 0.632 -0.041 1.240 0.624
C -11.882 4.001 -1.871 -0.156 0.630 -0.741 -1.366
C -11.938 -0.078 1.866 3.062 -0.612 0.492 1.482
H -12.315 -0.243 -0.038 3.381 -1.457 6.595 0.478
C -16.037 2.307 2.287 0.672 -0.491 0.405 -1.778
H -14.211 1.021 -1.870 -0.440 -0.549 -0.631 0.036
H -13.544 4.725 -3.041 -0.408 0.009 -0.413 0.360
C -10.044 1.301 -4.237 -0.417 -1.374 -1.012 -1.393
H -16.963 2.733 1.903 -0.010 -0.326 -0.347 0.358
H -12.241 1.762 -2.519 1.863 -0.147 0.201 0.876
C -12.958 -1.033 2.432 0.695 -0.417 -0.253 -1.263
C -11.597 0.936 -2.216 6.710 -0.143 -0.078 0.486
H -13.643 2.274 -0.553 2.494 -2.904 2.583 -0.356
H -12.396 3.749 -0.944 0.369 0.762 -0.348 0.166
C -10.113 1.093 -2.745 -0.510 1.159 -0.825 -0.462
H -11.402 4.977 -1.794 -0.133 0.170 0.082 0.675
C -13.984 0.676 -2.879 -4.001 -3.526 -0.266 -0.964
H -13.726 -0.727 -0.855 -0.391 -0.211 0.078 0.263
H -11.362 3.122 -4.540 -0.890 0.947 0.672 -0.214
H -13.079 1.467 1.222 -1.715 0.936 -0.714 -1.401
H -15.554 3.097 2.862 0.243 0.150 -0.248 0.367
O -13.772 1.635 1.865 -4.148 2.110 6.003 -0.650
H -10.210 -1.048 2.881 -0.119 -0.090 -0.138 0.354
H -13.867 2.574 -2.244 2.228 0.131 -2.355 0.331
H -16.548 -0.326 -3.295 0.131 0.734 0.308 0.291
H -12.914 0.833 -3.013 -3.260 -1.434 -1.400 0.509
H -9.478 0.253 -2.463 -0.190 -0.326 0.229 0.522
H -10.511 0.407 -4.651 -0.131 0.008 -0.698 0.362
H -14.610 1.290 -3.527 -0.307 -1.024 -0.498 1.007
H -9.065 1.402 -4.704 0.354 -0.262 0.599 0.441
H -14.979 2.445 0.442 -0.971 -0.984 1.130 0.031
O -14.263 2.874 -1.067 -9.936 9.074 -3.955 -1.060
C -14.425 -0.811 -2.979 -1.456 1.406 0.521 0.839
H -10.898 0.406 3.642 0.344 0.000 0.294 0.368
H -11.071 3.274 -1.909 -0.909 0.905 -0.577 0.497
H -11.900 -0.047 -2.577 0.912 -0.182 -0.107 1.176
O -11.100 2.275 0.202 9.475 2.841 1.584 -0.776
H -12.037 2.082 0.176 0.978 1.000 0.398 0.464
H -12.606 3.965 -5.291 -0.365 0.306 -0.027 0.443
O -13.031 -0.081 -0.731 -8.940 -9.816 -9.756 -1.201
C -10.630 -0.059 2.693 -1.008 0.563 -0.150 -1.631
H -13.962 -1.383 -2.175 0.459 -0.923 -0.925 0.420
C -15.334 0.278 0.840 -1.959 1.355 -0.858 -1.364
H -13.270 -0.747 3.436 -0.461 0.333 -0.241 0.288
O -13.404 2.602 -3.085 0.719 6.008 -3.904 -0.534
H -11.033 3.067 0.735 0.591 0.207 0.252 0.346
H -14.627 -0.152 0.129 -1.073 0.516 1.362 0.014
O -13.009 1.774 -0.040 -2.439 0.024 0.217 -0.571
H -13.739 -1.040 1.672 -0.083 -0.688 0.909 0.092
O -14.057 -1.253 -4.233 0.750 -0.880 -0.870 -0.635
C -11.987 4.004 -4.395 -0.151 -0.119 -1.338 -1.455
H -16.262 0.375 0.276 -0.581 -0.638 0.060 0.450
H -12.935 0.937 -0.499 -0.412 3.164 -0.004 -2.497
H -12.486 -2.007 2.565 -0.134 -0.267 -0.373 0.417
C -15.933 -1.063 -2.779 0.034 0.526 -0.389 -1.678
H -11.294 4.836 -4.524 -0.299 0.307 0.508 0.403
C -12.809 3.927 -3.141 1.847 -0.515 2.006 0.472
C -15.028 1.727 1.261 0.012 -0.217 1.286 1.682
H -10.567 2.193 -4.579 0.563 -1.279 0.353 0.355
O -9.562 2.290 -2.275 0.767 0.265 0.806 -0.655
H -9.901 0.563 2.174 -0.015 -0.034 0.069 0.320
H -16.155 -1.072 -1.712 -0.468 -0.190 -0.114 0.240
H -11.507 0.990 -1.131 1.297 -0.047 -1.254 0.176
O -11.561 -0.419 0.529 5.324 -1.695 5.061 -0.788
H -15.452 -0.332 1.735 -0.161 0.079 -0.321 0.556
H -16.255 1.557 3.048 -0.274 -0.151 -0.076 0.389

***

41
Properties=species:S:1:pos:R:3:forces:R:3:mulliken_charge:R:1 method="wB97M-V/def2-TZVPD" e_above_lowest_kj_mol=86.3 total_charge=-1 homo_lumo_gap_ev="6.0 / 6.2" multiplicity=1
C -0.558 4.258 1.569 -0.037 0.130 0.157 -0.775
H -2.239 -1.320 0.503 -0.001 0.029 -0.025 0.297
C 1.543 -0.141 1.115 -0.242 -0.002 0.089 0.314
O -0.674 3.909 0.212 0.080 -0.193 -0.233 -0.249
C -0.647 -1.378 -0.920 0.028 -0.211 -0.006 0.919
N -1.310 0.592 0.358 0.113 -0.173 0.039 0.176
C 2.389 -2.414 1.541 -0.035 -0.056 0.039 -0.451
H -0.472 1.411 2.071 0.001 0.029 0.004 0.096
O 1.655 1.026 0.622 0.111 0.114 -0.149 -0.924
C 1.166 -1.174 -2.333 0.041 -0.056 -0.005 -0.240
Bi 0.169 1.871 -1.379 -0.075 0.223 0.250 1.407
H 2.262 -2.944 -2.819 0.000 0.004 -0.003 0.408
C 0.337 -0.550 1.768 -0.071 0.021 0.072 0.655
N 0.163 -0.622 -1.655 -0.116 0.178 -0.031 -0.023
H -0.746 -2.082 2.785 -0.016 -0.001 0.011 0.424
H -1.415 3.886 2.138 0.054 0.002 -0.010 0.338
H 0.356 3.799 1.957 -0.019 0.039 0.027 0.212
S -2.280 3.603 -0.481 -0.020 -0.072 0.084 0.352
H 1.772 -0.498 -2.923 0.007 -0.012 0.004 0.463
H -1.610 0.086 2.391 0.014 -0.007 0.003 0.419
I 4.284 -0.656 -0.005 0.086 0.041 -0.057 0.020
H 0.778 -4.392 -1.422 0.000 -0.008 0.002 0.409
I 0.948 -4.680 2.934 -0.015 -0.056 0.018 0.009
C 1.421 -2.531 -2.281 0.051 0.046 -0.038 -0.747
C 0.593 -3.329 -1.507 -0.010 -0.037 0.010 -0.375
C -0.464 -2.753 -0.826 0.035 0.138 -0.057 -0.779
H 3.181 -3.142 1.431 0.006 -0.001 -0.003 0.336
H -2.527 -0.402 -0.988 0.010 -0.005 -0.003 0.405
C 1.211 -2.745 2.192 0.014 -0.046 0.028 -0.350
Te -0.642 4.076 -3.699 0.303 0.600 -0.456 -0.039
C -1.774 -0.654 -0.235 -0.051 0.113 0.083 -1.119
C 2.541 -1.142 1.024 0.108 -0.088 -0.015 -0.164
H -2.070 1.285 0.387 0.020 -0.009 0.044 0.336
O -2.893 2.811 0.633 -0.095 0.207 -0.130 -0.717
O 0.109 1.386 -3.633 0.236 -0.655 0.620 -0.462
C 0.188 -1.813 2.304 0.052 0.047 -0.019 -0.435
C -0.799 0.427 1.735 0.051 -0.086 -0.129 -0.991
H -0.490 5.346 1.678 0.003 -0.031 0.068 0.217
N -1.779 2.741 -1.659 -0.228 -0.527 0.286 -0.584
H -1.116 -3.342 -0.197 -0.020 -0.014 0.020 0.405
N -0.558 2.191 -4.387 -0.374 0.387 -0.590 -0.192